Entry w
{"formula": "C37H52BN10NaO2S6", "method": "ωB97M-V/def2-TZVPD", "elements": ["Na", "C", "C", "C", "C", "N", "N", "B", "N", "N", "C", "C", "C", "C", "C", "S", "C", "C", "C", "C", "N", "N", "C", "C", "C", "C", "C", "S", "C", "C", "C", "C", "C", "S", "C", "C", "C", "C", "H", "H", "H", "H", "H", "H", "H", "H", "H", "H", "H", "H", "H", "H", "H", "H", "H", "H", "H", "H", "H", "H", "H", "H", "H", "H", "H", "H", "H", "H", "H", "H", "H", "H", "H", "H", "H", "H", "H", "O", "C", "C", "C", "C", "C", "C", "C", "O", "N", "N", "C", "S", "C", "C", "S", "H", "H", "H", "H", "H", "H", "H", "H", "H", "N", "N", "H", "H", "H", "H", "S"], "xyz": [[1.45, 1.83, 2.25], [-2.59, 3.84, -0.92], [-2.35, 2.49, -1.52], [-2.78, 2.12, -2.74], [-2.37, 0.86, -3.34], [-1.42, 0.16, -2.82], [-0.98, 0.51, -1.62], [0.36, 0.31, -0.96], [0.25, -1.03, -0.04], [-0.83, -1.73, -0.35], [-1.17, -2.78, 0.33], [-0.39, -3.21, 1.43], [0.76, -2.55, 1.73], [1.61, -2.96, 2.88], [1.12, -1.41, 0.92], [2.59, -0.59, 1.19], [-2.49, -3.43, -0.05], [-2.29, -4.93, -0.27], [-3.04, -2.78, -1.32], [-3.48, -3.19, 1.10], [1.59, 0.03, -1.90], [1.27, -1.09, -2.57], [2.11, -1.67, -3.35], [3.43, -1.17, -3.47], [3.79, -0.04, -2.81], [5.19, 0.47, -2.85], [2.79, 0.66, -2.01], [3.17, 2.12, -1.28], [1.63, -2.91, -4.10], [1.61, -2.59, -5.60], [0.22, -3.28, -3.65], [2.58, -4.08, -3.83], [-1.63, 1.46, -0.71], [0.07, 2.00, -0.08], [-2.88, 0.37, -4.70], [-3.82, 1.38, -5.35], [-1.70, 0.12, -5.64], [-3.64, -0.94, -4.50], [-3.13, 4.48, -1.62], [-3.16, 3.73, 0.00], [-1.64, 4.31, -0.67], [-3.40, 2.81, -3.30], [-0.70, -4.06, 2.03], [1.11, -3.72, 3.48], [2.57, -3.35, 2.53], [1.85, -2.10, 3.50], [-1.56, -5.10, -1.07], [-1.93, -5.44, 0.63], [-3.24, -5.39, -0.56], [-2.34, -2.89, -2.14], [-3.99, -3.27, -1.59], [-3.21, -1.71, -1.17], [-3.12, -3.61, 2.04], [-3.63, -2.11, 1.24], [-4.45, -3.64, 0.87], [4.17, -1.70, -4.07], [5.81, -0.17, -3.48], [5.22, 1.50, -3.21], [5.59, 0.50, -1.84], [0.92, -1.78, -5.82], [2.61, -2.29, -5.95], [1.30, -3.47, -6.17], [-0.46, -2.42, -3.70], [-0.17, -4.09, -4.27], [0.22, -3.61, -2.60], [3.58, -3.90, -4.24], [2.67, -4.26, -2.76], [2.19, -4.99, -4.30], [-3.33, 2.34, -5.52], [-4.15, 1.00, -6.33], [-4.71, 1.56, -4.74], [-1.19, 1.06, -5.88], [-0.98, -0.53, -5.16], [-2.04, -0.34, -6.58], [-4.51, -0.80, -3.85], [-3.99, -1.35, -5.46], [-2.99, -1.68, -4.03], [4.62, 0.87, 4.94], [4.52, 1.84, 5.86], [5.52, 1.92, 6.84], [5.46, 2.89, 7.82], [4.40, 3.80, 7.85], [3.42, 3.73, 6.87], [3.46, 2.76, 5.87], [2.39, 2.69, 4.81], [2.38, 1.67, 4.03], [1.56, 3.70, 4.79], [0.69, 3.63, 3.71], [-0.39, 4.27, 3.84], [-1.54, 4.39, 2.51], [-2.92, 4.67, 3.63], [-2.46, 5.66, 4.68], [-0.87, 5.07, 5.35], [3.81, 0.96, 4.36], [6.33, 1.20, 6.80], [6.24, 2.95, 8.57], [4.35, 4.56, 8.62], [2.59, 4.42, 6.86], [-3.21, 3.71, 4.08], [-3.76, 5.05, 3.04], [-3.16, 5.73, 5.51], [-2.32, 6.64, 4.24], [-1.66, -0.94, 3.70], [-1.00, 0.24, 4.20], [-1.50, -1.01, 2.69], [-2.65, -0.75, 3.79], [-1.06, 0.97, 3.49], [-0.01, 0.02, 4.31], [-2.72, 0.81, 0.60]], "e_homo_ha": -0.048, "homo_lumo_gap_ev": 4.9792, "total_charge": -2}

***

Entry x
{"formula": "C37H52BN10NaO2S6", "method": "ωB97M-V/def2-TZVPD", "elements": ["Na", "C", "C", "C", "C", "N", "N", "B", "N", "N", "C", "C", "C", "C", "C", "S", "C", "C", "C", "C", "N", "N", "C", "C", "C", "C", "C", "S", "C", "C", "C", "C", "C", "S", "C", "C", "C", "C", "H", "H", "H", "H", "H", "H", "H", "H", "H", "H", "H", "H", "H", "H", "H", "H", "H", "H", "H", "H", "H", "H", "H", "H", "H", "H", "H", "H", "H", "H", "H", "H", "H", "H", "H", "H", "H", "H", "H", "O", "C", "C", "C", "C", "C", "C", "C", "O", "N", "N", "C", "S", "C", "C", "S", "H", "H", "H", "H", "H", "H", "H", "H", "H", "N", "N", "H", "H", "H", "H", "S"], "xyz": [[-1.15, -2.09, 1.25], [0.64, 2.21, 4.85], [0.11, 2.48, 3.47], [-0.83, 3.49, 3.24], [-1.36, 3.61, 1.96], [-0.95, 2.89, 0.95], [0.04, 1.98, 1.13], [0.51, 1.29, -0.02], [-0.31, 1.07, -1.20], [0.34, 1.24, -2.37], [-0.23, 0.93, -3.50], [-1.54, 0.42, -3.56], [-2.24, 0.27, -2.38], [-3.62, -0.30, -2.38], [-1.62, 0.61, -1.16], [-2.44, 0.44, 0.29], [0.54, 1.23, -4.77], [2.01, 1.56, -4.47], [0.49, 0.02, -5.71], [-0.12, 2.44, -5.45], [1.98, 1.07, -0.14], [2.73, 2.15, 0.03], [4.04, 2.08, -0.06], [4.69, 0.85, -0.28], [3.92, -0.28, -0.48], [4.51, -1.63, -0.73], [2.51, -0.16, -0.44], [1.51, -1.48, -0.70], [4.79, 3.40, -0.01], [3.84, 4.55, 0.32], [5.91, 3.39, 1.04], [5.40, 3.64, -1.40], [0.51, 1.71, 2.40], [1.47, 0.25, 2.61], [-2.42, 4.64, 1.61], [-1.91, 6.05, 1.95], [-3.68, 4.34, 2.43], [-2.74, 4.56, 0.12], [0.17, 2.87, 5.57], [1.72, 2.36, 4.88], [0.45, 1.17, 5.12], [-1.15, 4.11, 4.07], [-1.99, 0.14, -4.49], [-3.93, -0.55, -3.39], [-4.32, 0.41, -1.94], [-3.64, -1.20, -1.76], [2.50, 0.71, -4.00], [2.07, 2.41, -3.79], [2.53, 1.80, -5.40], [0.88, -0.86, -5.21], [1.08, 0.20, -6.61], [-0.53, -0.19, -6.03], [-0.14, 3.29, -4.76], [-1.15, 2.21, -5.73], [0.43, 2.73, -6.34], [5.76, 0.78, -0.32], [5.60, -1.60, -0.70], [4.17, -2.01, -1.69], [4.15, -2.33, 0.03], [3.34, 4.37, 1.26], [3.07, 4.62, -0.45], [4.39, 5.49, 0.37], [5.50, 3.23, 2.03], [6.43, 4.35, 1.03], [6.64, 2.61, 0.84], [4.61, 3.64, -2.15], [6.12, 2.86, -1.65], [5.92, 4.60, -1.43], [-1.71, 6.16, 3.01], [-2.64, 6.80, 1.66], [-0.98, 6.24, 1.41], [-3.48, 4.40, 3.49], [-4.03, 3.34, 2.20], [-4.48, 5.05, 2.19], [-1.85, 4.74, -0.46], [-3.50, 5.30, -0.15], [-3.10, 3.57, -0.12], [-4.61, -3.10, 3.05], [-5.20, -4.09, 2.38], [-6.50, -4.48, 2.74], [-7.12, -5.53, 2.09], [-6.48, -6.19, 1.05], [-5.22, -5.78, 0.65], [-4.56, -4.75, 1.31], [-3.17, -4.36, 0.93], [-2.54, -3.49, 1.62], [-2.68, -5.01, -0.08], [-1.46, -4.65, -0.54], [-0.56, -5.51, -0.62], [-0.74, -7.21, -0.02], [0.98, -7.70, -0.43], [1.84, -6.45, -0.38], [0.98, -5.19, -1.39], [-3.69, -3.05, 2.66], [-6.99, -3.94, 3.53], [-8.10, -5.84, 2.42], [-6.96, -7.02, 0.55], [-4.70, -6.27, -0.16], [0.98, -8.12, -1.43], [1.28, -8.45, 0.30], [2.82, -6.62, -0.82], [1.95, -6.05, 0.63], [2.00, -3.86, 3.56], [1.75, -4.17, 2.18], [1.43, -4.50, 4.11], [1.67, -2.91, 3.80], [0.78, -3.92, 1.93], [2.34, -3.54, 1.63], [0.25, -0.96, 3.68]], "e_homo_ha": [-0.008, -0.035], "homo_lumo_gap_ev": [3.9815, 4.7186], "total_charge": -2}

***

Stability, highest: entry w

***

Entry w
{"formula": "C9H11NO", "method": "ωB97M-V/def2-TZVPD", "elements": ["C", "C", "C", "C", "C", "C", "C", "C", "C", "N", "O", "H", "H", "H", "H", "H", "H", "H", "H", "H", "H", "H"], "xyz": [[1.81, -1.78, -0.49], [2.08, -0.57, 0.15], [0.42, -2.12, -0.58], [1.16, 0.49, 0.44], [-0.53, -1.20, -0.21], [-0.17, 0.06, 0.26], [-1.29, 2.31, 0.13], [1.53, 1.69, 1.10], [-1.98, -1.62, -0.40], [-1.53, 1.25, 0.72], [-2.30, 1.03, 1.63], [2.71, -2.39, -0.68], [3.13, -0.37, 0.36], [0.22, -3.04, -1.12], [-1.94, 3.22, 0.41], [-0.53, 2.35, -0.76], [1.59, 1.62, 2.20], [2.48, 2.09, 0.73], [0.70, 2.48, 0.89], [-2.23, -0.90, -1.22], [-2.27, -2.62, -0.62], [-2.68, -1.27, 0.46]], "e_homo_ha": -0.327, "homo_lumo_gap_ev": 9.7966}

***

Entry x
{"formula": "C9H11NO", "method": "ωB97M-V/def2-TZVPD", "elements": ["C", "N", "C", "C", "O", "C", "C", "C", "C", "C", "C", "H", "H", "H", "H", "H", "H", "H", "H", "H", "H", "H"], "xyz": [[-1.53, -1.25, 0.76], [-1.86, -0.01, 0.09], [-3.25, 0.21, -0.39], [-0.84, 0.96, -0.24], [-1.23, 2.03, -0.52], [0.57, 0.46, -0.19], [1.45, 1.50, 0.33], [2.83, 1.14, 0.34], [3.34, -0.10, -0.07], [2.40, -0.99, -0.65], [1.12, -0.69, -0.73], [-0.41, -1.42, 1.23], [-1.80, -2.00, -0.07], [-2.29, -1.19, 1.57], [-3.87, 0.12, 0.63], [-3.50, -0.60, -1.01], [-3.26, 1.14, -0.84], [1.07, 2.60, 0.80], [3.54, 1.75, 0.75], [4.38, -0.33, 0.02], [2.68, -1.80, -0.77], [0.44, -1.51, -1.04]], "e_homo_ha": -0.318, "homo_lumo_gap_ev": 9.2847}

***

Stability, highest: entry x

***

Entry w
{"formula": "C15H35N5O5", "method": "ωB97M-V/def2-TZVPD", "elements": ["C", "C", "O", "N", "C", "H", "H", "H", "H", "H", "H", "H", "C", "C", "O", "N", "C", "H", "H", "H", "H", "H", "H", "H", "C", "C", "O", "N", "C", "H", "H", "H", "H", "H", "H", "H", "C", "C", "O", "N", "C", "H", "H", "H", "H", "H", "H", "H", "C", "C", "O", "N", "C", "H", "H", "H", "H", "H", "H", "H"], "xyz": [[5.44, -2.97, 1.38], [4.80, -1.93, 2.29], [5.45, -1.07, 2.79], [3.52, -2.07, 2.53], [2.66, -1.22, 3.26], [4.72, -3.77, 1.20], [6.27, -3.37, 1.96], [5.91, -2.45, 0.54], [3.09, -2.88, 2.11], [1.71, -1.43, 2.77], [2.82, -0.14, 3.35], [2.69, -1.79, 4.19], [-4.68, 1.28, -1.38], [-3.46, 2.08, -1.13], [-2.62, 2.13, -1.98], [-3.14, 2.60, 0.05], [-1.86, 3.22, 0.43], [-5.26, 1.65, -2.23], [-5.21, 1.42, -0.44], [-4.42, 0.22, -1.34], [-3.94, 2.88, 0.61], [-1.51, 2.71, 1.33], [-2.10, 4.28, 0.57], [-1.05, 3.03, -0.27], [3.78, -0.12, 1.27], [3.67, 0.55, -0.04], [4.60, 0.46, -0.78], [2.62, 1.35, -0.23], [2.42, 2.19, -1.36], [3.33, 0.47, 2.07], [4.83, -0.29, 1.48], [3.34, -1.12, 1.20], [1.91, 1.36, 0.49], [2.92, 3.12, -1.11], [1.35, 2.34, -1.46], [2.81, 1.66, -2.24], [-2.95, -0.73, -3.03], [-2.89, -1.78, -1.87], [-1.89, -2.35, -1.73], [-3.90, -1.99, -1.00], [-5.14, -1.30, -0.86], [-2.08, -0.88, -3.67], [-3.07, 0.29, -2.68], [-3.75, -0.93, -3.74], [-3.64, -2.67, -0.29], [-5.95, -2.02, -0.75], [-5.35, -0.65, -1.72], [-5.19, -0.74, 0.07], [1.09, -0.51, 0.67], [0.35, 0.85, 0.59], [0.90, 1.84, 1.06], [-0.76, 0.94, -0.18], [-1.41, -0.06, -1.04], [0.42, -1.35, 0.49], [1.45, -0.53, 1.69], [1.93, -0.68, 0.00], [-1.21, 1.85, -0.20], [-0.55, -0.58, -1.46], [-1.93, 0.39, -1.89], [-1.91, -0.78, -0.38]], "e_homo_ha": -0.287, "homo_lumo_gap_ev": 7.9445}

***

Entry x
{"formula": "C15H35N5O5", "method": "ωB97M-V/def2-TZVPD", "elements": ["C", "N", "C", "C", "O", "H", "H", "H", "H", "H", "H", "H", "C", "N", "C", "C", "O", "H", "H", "H", "H", "H", "H", "H", "C", "N", "C", "C", "O", "H", "H", "H", "H", "H", "H", "H", "C", "N", "C", "C", "O", "H", "H", "H", "H", "H", "H", "H", "C", "N", "C", "C", "O", "H", "H", "H", "H", "H", "H", "H"], "xyz": [[-1.08, -23.91, 0.48], [0.24, -23.87, -0.11], [1.25, -24.82, 0.29], [0.46, -23.01, -1.12], [1.44, -22.99, -1.85], [-1.59, -22.96, 0.51], [-1.02, -24.34, 1.49], [-1.68, -24.66, -0.06], [1.42, -24.77, 1.36], [0.96, -25.83, -0.02], [2.17, -24.67, -0.27], [-0.34, -22.27, -1.27], [-0.64, -19.87, -3.54], [-1.72, -19.08, -4.08], [-2.93, -19.05, -3.26], [-1.59, -18.27, -5.15], [-2.37, -17.43, -5.53], [-0.86, -20.94, -3.61], [-0.51, -19.59, -2.49], [0.33, -19.70, -4.02], [-2.78, -18.58, -2.29], [-3.66, -18.46, -3.82], [-3.24, -20.08, -3.17], [-0.63, -18.49, -5.66], [-6.87, -24.17, -3.40], [-6.12, -22.95, -3.66], [-5.87, -22.12, -2.50], [-5.60, -22.60, -4.86], [-4.77, -21.73, -5.03], [-7.81, -23.95, -2.88], [-6.25, -24.77, -2.74], [-7.08, -24.65, -4.36], [-5.20, -22.63, -1.80], [-5.37, -21.19, -2.74], [-6.78, -21.94, -1.92], [-6.04, -23.20, -5.68], [-10.34, -24.74, 1.38], [-9.81, -23.52, 0.78], [-10.38, -23.06, -0.47], [-8.72, -22.88, 1.27], [-8.14, -21.97, 0.72], [-11.38, -24.51, 1.64], [-9.84, -25.09, 2.27], [-10.31, -25.54, 0.64], [-9.81, -23.42, -1.33], [-11.41, -23.34, -0.63], [-10.32, -21.97, -0.52], [-8.43, -23.27, 2.26], [-3.89, -20.24, 2.38], [-3.68, -20.97, 1.15], [-4.29, -22.29, 0.97], [-2.88, -20.49, 0.18], [-2.60, -21.10, -0.84], [-4.93, -19.92, 2.47], [-3.27, -19.37, 2.55], [-3.74, -20.93, 3.22], [-4.12, -22.58, -0.05], [-3.69, -22.96, 1.60], [-5.33, -22.25, 1.31], [-2.39, -19.54, 0.45]], "e_homo_ha": -0.313, "homo_lumo_gap_ev": 8.7565}

***

Entry y
{"formula": "C15H35N5O5", "method": "ωB97M-V/def2-TZVPD", "elements": ["C", "N", "C", "C", "O", "H", "H", "H", "H", "H", "H", "H", "C", "N", "C", "C", "O", "H", "H", "H", "H", "H", "H", "H", "C", "N", "C", "C", "O", "H", "H", "H", "H", "H", "H", "H", "C", "N", "C", "C", "O", "H", "H", "H", "H", "H", "H", "H", "C", "N", "C", "C", "O", "H", "H", "H", "H", "H", "H", "H"], "xyz": [[-0.55, -0.68, 2.75], [-0.85, -1.04, 1.34], [-0.19, -0.34, 0.32], [-0.67, -0.68, -1.21], [0.74, 0.44, 0.50], [0.50, -0.67, 3.02], [-1.05, -1.62, 3.30], [-1.05, 0.27, 3.09], [-1.83, -1.52, 1.14], [-1.20, -1.66, -1.38], [0.04, -0.43, -1.85], [-1.50, -0.22, -1.49], [3.40, 0.73, 2.51], [2.30, 1.69, 2.39], [1.85, 2.59, 3.29], [0.42, 2.91, 3.06], [2.49, 3.05, 4.26], [2.93, -0.16, 2.31], [3.88, 0.82, 3.46], [4.41, 0.93, 1.83], [1.57, 1.25, 1.71], [-0.31, 3.32, 3.91], [-0.18, 2.27, 2.57], [0.16, 3.65, 2.27], [-2.36, 0.11, -5.28], [-1.33, -0.97, -5.17], [-1.64, -2.04, -4.49], [-0.95, -3.44, -4.55], [-2.61, -1.91, -3.63], [-2.15, 0.68, -6.20], [-2.38, 0.70, -4.49], [-3.38, -0.14, -5.71], [-0.64, -0.92, -6.03], [-1.85, -4.10, -4.68], [-0.59, -3.72, -3.61], [-0.18, -3.60, -5.19], [-3.79, -2.22, -0.34], [-3.45, -2.53, 1.11], [-2.73, -3.68, 1.53], [-2.54, -3.73, 3.06], [-2.13, -4.35, 0.76], [-3.29, -2.83, -1.19], [-3.67, -1.18, -0.49], [-4.90, -2.25, -0.51], [-4.05, -2.02, 1.73], [-2.46, -2.77, 3.57], [-1.61, -4.27, 3.28], [-3.42, -4.16, 3.55], [3.84, 4.85, 1.13], [3.57, 3.57, 0.54], [3.68, 3.27, -0.85], [3.43, 1.78, -1.12], [3.77, 4.11, -1.62], [4.70, 5.28, 0.74], [3.71, 4.70, 2.24], [3.19, 5.65, 0.97], [3.08, 2.88, 1.19], [4.43, 1.34, -1.27], [2.76, 1.58, -1.89], [2.68, 1.42, -0.21]], "e_homo_ha": -0.308, "homo_lumo_gap_ev": 8.7055}

***

Stability, highest: entry x